(1)
ORCA calculation (wB97M-V/def2-TZVPD) on a 13-piece molecular cluster, C53H97Cl4N11O8S overall at a distorted geometry.

Last column: Mulliken charge in e.
Element x y z (Å)
C (-1.98, -2.72, 4.60)  -0.621
O (-0.72, -2.31, 4.08)  0.091
C (0.31, -3.05, 4.69)  -1.199
C (1.66, -2.59, 4.16)  -0.234
N (1.72, -2.66, 2.65)  2.462
H (1.06, -1.98, 2.25)  -0.537
H (2.67, -2.35, 2.39)  -1.068
C (1.38, -3.97, 1.99)  -0.967
C (1.41, -3.80, 0.49)  -0.225
O (0.51, -2.81, 0.00)  0.695
C (-0.89, -2.92, 0.15)  -0.781
H (-2.00, -2.90, 5.67)  0.396
H (-2.42, -3.53, 4.01)  0.320
H (-2.65, -1.87, 4.43)  -0.119
H (0.21, -4.12, 4.49)  0.483
H (0.42, -2.93, 5.78)  0.538
H (2.50, -3.15, 4.56)  0.410
H (1.84, -1.53, 4.35)  0.253
H (0.44, -4.40, 2.34)  0.404
H (2.10, -4.70, 2.35)  0.501
H (1.27, -4.76, -0.03)  0.415
H (2.36, -3.47, 0.09)  -0.081
H (-1.27, -3.57, -0.64)  0.204
H (-1.40, -1.97, 0.03)  -0.165
H (-1.18, -3.33, 1.12)  0.266
C (-0.78, 0.80, 1.16)  1.383
O (0.41, 0.22, 1.64)  -0.558
C (1.58, 0.97, 1.37)  1.080
C (1.85, 1.05, -0.12)  1.448
N (2.05, -0.34, -0.70)  1.676
H (2.74, -0.84, -0.12)  0.242
H (1.17, -0.87, -0.63)  -0.646
C (2.45, -0.28, -2.14)  1.055
C (1.21, 0.08, -2.97)  -0.806
O (0.08, -0.59, -2.46)  1.144
C (-0.99, -0.56, -3.39)  -0.346
H (-0.82, 1.88, 1.31)  -0.410
H (-1.63, 0.45, 1.76)  -0.308
H (-1.03, 0.54, 0.13)  -0.148
H (2.34, 0.39, 1.88)  -0.337
H (1.56, 2.00, 1.75)  -1.201
H (2.79, 1.56, -0.34)  -0.873
H (1.09, 1.56, -0.71)  -0.359
H (2.73, -1.31, -2.40)  -0.631
H (3.22, 0.48, -2.23)  0.275
H (1.45, -0.09, -4.02)  0.623
H (1.02, 1.16, -2.92)  -0.428
H (-0.75, -1.11, -4.31)  0.248
H (-1.17, 0.44, -3.75)  -0.326
H (-1.89, -0.98, -2.96)  -0.335
S (4.92, -2.18, 1.56)  1.655
O (5.42, -3.25, 0.70)  -1.028
O (4.58, -2.79, 2.86)  -1.021
O (5.92, -1.11, 1.81)  -1.068
O (3.68, -1.55, 1.03)  -2.031
C (-4.01, 1.61, 3.79)  -1.445
C (-4.60, 0.24, 4.03)  -0.485
N (-6.00, -0.06, 3.65)  -0.322
C (-6.12, -1.51, 3.81)  -0.262
C (-7.52, -2.10, 3.53)  -1.725
C (-6.98, 0.71, 4.42)  -0.839
C (-6.75, 0.68, 5.95)  -1.095
H (-4.35, 2.37, 4.51)  0.452
H (-4.18, 2.08, 2.82)  0.110
H (-2.93, 1.51, 3.88)  0.375
H (-4.05, -0.49, 3.42)  0.105
H (-4.26, -0.09, 5.02)  0.896
H (-5.46, -2.03, 3.12)  0.240
H (-5.95, -1.83, 4.85)  0.396
H (-8.25, -1.89, 4.30)  0.357
H (-7.89, -1.70, 2.58)  0.394
H (-7.41, -3.17, 3.34)  0.442
H (-7.99, 0.39, 4.18)  0.581
H (-6.92, 1.73, 4.04)  0.483
H (-7.55, 1.34, 6.31)  0.455
H (-5.83, 1.17, 6.24)  0.264
H (-6.85, -0.30, 6.42)  0.260
C (0.71, 4.68, 2.50)  -1.098
C (-0.61, 4.69, 1.70)  -0.526
N (-0.50, 4.23, 0.31)  1.046
C (0.21, 5.18, -0.51)  -0.635
C (0.57, 4.71, -1.91)  -1.033
C (-1.78, 3.77, -0.19)  0.831
C (-2.88, 4.75, -0.59)  -1.801
H (0.49, 5.11, 3.48)  0.462
H (1.57, 5.16, 2.04)  0.305
H (1.00, 3.63, 2.66)  -0.010
H (-1.32, 4.06, 2.23)  0.268
H (-1.00, 5.72, 1.68)  0.466
H (-0.25, 6.18, -0.59)  0.300
H (1.13, 5.39, 0.05)  0.302
H (1.28, 5.39, -2.37)  0.574
H (0.99, 3.70, -1.94)  -0.037
H (-0.30, 4.55, -2.56)  0.259
H (-2.16, 3.02, 0.50)  -0.571
H (-1.53, 3.16, -1.08)  -0.105
H (-2.58, 5.33, -1.46)  0.334
H (-3.18, 5.39, 0.23)  0.309
H (-3.75, 4.17, -0.92)  0.493
C (-1.73, 2.87, -6.58)  0.156
Cl (-3.16, 3.02, -7.62)  -0.084
Cl (-2.13, 2.94, -4.86)  0.014
Cl (-0.92, 1.29, -6.86)  -0.093
Cl (-0.65, 4.19, -7.02)  -0.085
N (-4.14, -1.50, -6.26)  0.058
C (-4.21, -1.66, -4.89)  -0.928
C (-4.53, -0.43, -4.34)  0.362
C (-4.72, 0.49, -5.39)  -0.960
C (-4.44, -0.20, -6.54)  -0.654
H (-3.98, -2.23, -6.92)  0.187
H (-4.11, -2.66, -4.49)  0.431
H (-4.70, -0.25, -3.29)  0.634
H (-5.02, 1.52, -5.29)  0.536
H (-4.44, 0.10, -7.58)  0.420
N (5.20, -2.38, -1.99)  0.266
C (5.57, -1.19, -2.56)  -0.792
C (5.11, -1.17, -3.86)  -0.446
C (4.41, -2.38, -4.06)  -0.402
C (4.50, -3.11, -2.90)  -0.734
H (5.38, -2.64, -1.01)  0.358
H (6.03, -0.42, -1.97)  0.373
H (5.22, -0.34, -4.54)  0.427
H (3.90, -2.67, -4.97)  0.495
H (4.08, -4.05, -2.57)  0.599
N (-4.81, 0.10, 0.93)  0.186
C (-4.52, -1.08, 0.33)  -1.117
C (-3.84, -0.84, -0.84)  -0.592
C (-3.67, 0.58, -0.95)  0.202
C (-4.24, 1.09, 0.19)  -1.433
H (-5.30, 0.22, 1.83)  0.610
H (-4.84, -2.02, 0.77)  0.508
H (-3.61, -1.57, -1.59)  0.603
H (-3.18, 1.16, -1.71)  0.664
H (-4.34, 2.11, 0.50)  0.707
N (0.71, -4.91, -2.90)  0.029
C (1.81, -5.45, -3.56)  -0.707
C (2.09, -4.65, -4.60)  -0.658
C (1.17, -3.59, -4.67)  -0.424
C (0.39, -3.73, -3.54)  -0.443
H (0.20, -5.25, -2.11)  0.329
H (2.29, -6.34, -3.18)  0.454
H (2.99, -4.79, -5.18)  0.489
H (1.06, -2.77, -5.36)  0.505
H (-0.42, -3.13, -3.15)  0.506
N (5.18, 1.41, 0.98)  0.262
C (4.36, 2.31, 1.61)  -0.648
C (4.02, 3.32, 0.73)  -0.295
C (4.67, 3.02, -0.48)  -1.125
C (5.38, 1.85, -0.32)  -0.939
H (5.60, 0.53, 1.32)  0.329
H (4.00, 2.09, 2.60)  0.444
H (3.35, 4.15, 0.92)  0.526
H (4.74, 3.63, -1.36)  0.866
H (5.99, 1.27, -0.99)  0.598
N (4.61, -1.28, 5.07)  0.243
C (4.30, 0.07, 5.13)  -0.585
C (4.20, 0.37, 6.45)  -0.570
C (4.33, -0.78, 7.23)  -0.775
C (4.70, -1.79, 6.34)  -0.483
H (4.80, -1.81, 4.20)  0.388
H (4.22, 0.59, 4.19)  0.620
H (3.91, 1.35, 6.80)  0.411
H (4.35, -0.75, 8.31)  0.439
H (4.97, -2.83, 6.45)  0.454
N (4.02, 1.83, -6.38)  0.099
C (4.64, 2.08, -5.19)  -1.291
C (3.69, 2.52, -4.30)  0.306
C (2.43, 2.47, -4.96)  0.045
C (2.67, 2.06, -6.25)  -0.966
H (4.46, 1.54, -7.24)  0.197
H (5.70, 1.96, -5.08)  0.542
H (3.85, 2.94, -3.32)  0.253
H (1.50, 2.76, -4.50)  0.503
H (2.02, 1.89, -7.09)  0.424

Summary:
Molecular weight (g/mol): 1190.31
Orbital gap (eV): 7.35
Largest force on an atom (eV Å⁻¹): 2.4
Lowest unoccupied orbital energy (eV): 0.0



(2)
ORCA calculation (wB97M-V/def2-TZVPD) on a 2-piece molecular cluster, C3H2F3NO2 overall at a distorted geometry.

Last column: Mulliken charge in e.
Element x y z (Å)
C (-2.16, -0.31, 0.47)  0.298
C (-1.12, 0.41, 1.04)  0.379
C (0.61, -0.20, -0.74)  0.579
N (-2.98, -0.88, -0.11)  -0.354
O (-0.64, 0.09, 2.22)  -0.469
O (1.04, 0.99, -1.10)  -0.405
F (-1.01, 1.74, 0.84)  -0.269
F (-0.06, -0.84, -1.70)  -0.221
F (1.53, -0.98, -0.04)  -0.232
H (0.16, 0.52, 2.35)  0.375
H (1.29, 1.06, -2.02)  0.317

Summary:
Molecular weight (g/mol): 141.05
Orbital gap (spin up / spin down) (eV): 8.62 / 8.38
Largest force on an atom (eV Å⁻¹): 3.3
Lowest unoccupied orbital energy (spin up / spin down) (eV): -0.5 / -0.4



(3)
ORCA calculation (wB97M-V/def2-TZVPD) on one molecule with the formula C18H11N3O2S at a distorted geometry.

Last column: Mulliken charge in e.
Element x y z (Å)
N (4.70, 3.25, 1.97)  -0.618
N (-1.36, -3.49, 1.04)  -0.702
O (-5.15, -1.04, -2.48)  -0.357
O (1.10, -0.81, 0.54)  -0.476
S (2.94, 3.44, -1.71)  -0.244
C (-4.69, 0.20, -2.19)  -0.380
C (-4.30, -1.92, -1.84)  -0.562
C (1.68, 2.18, -1.62)  -0.594
C (-3.57, 0.16, -1.43)  -0.798
C (0.81, 0.27, -0.24)  0.726
C (1.67, 1.43, -0.46)  0.387
C (-3.33, -1.25, -1.19)  0.700
C (-0.43, 0.14, -0.78)  -0.985
C (4.02, 2.20, 2.46)  -0.421
C (4.40, 3.61, 0.70)  -0.121
C (-2.29, -2.97, 0.27)  -0.735
C (-0.25, -2.78, 1.19)  -0.392
C (2.97, 1.53, 1.76)  -0.456
C (0.01, -1.61, 0.50)  0.189
C (3.39, 2.99, -0.06)  0.251
C (2.69, 1.94, 0.47)  0.018
C (-2.19, -1.76, -0.41)  0.799
C (-0.99, -1.07, -0.27)  1.279
N (0.68, -3.35, 1.99)  -0.497
H (-5.17, 1.11, -2.53)  0.390
H (-4.39, -3.04, -1.81)  0.316
H (1.02, 1.98, -2.47)  0.476
H (-3.05, 1.04, -1.06)  0.447
H (-0.92, 0.88, -1.45)  0.331
H (4.24, 1.89, 3.47)  0.378
H (4.94, 4.48, 0.27)  0.306
H (-3.20, -3.52, 0.11)  0.321
H (2.44, 0.75, 2.24)  0.511
H (0.28, -4.10, 2.56)  0.286
H (1.30, -2.72, 2.47)  0.230

Summary:
SMILES string: Nc1ncc(-c2ccoc2)c2cc(-c3csc4cnccc34)oc12
Molecular weight (g/mol): 333.37
Orbital gap (eV): 7.70
Largest force on an atom (eV Å⁻¹): 2.3
Lowest unoccupied orbital energy (eV): -0.1



(4)
ORCA calculation (wB97M-V/def2-TZVPD) on C26H34OPdSSi2Te as an isolated structure at a distorted geometry.

Last column: Mulliken charge in e.
Element x y z (Å)
Pd (0.03, 0.65, 0.07)  0.003
C (3.56, 1.22, -0.83)  -1.270
Si (2.34, -0.07, -0.11)  0.118
C (3.12, -1.69, -0.73)  -1.296
C (2.89, -0.09, 1.73)  0.330
C (4.23, -0.26, 2.11)  -0.178
C (4.63, -0.28, 3.44)  -0.647
C (3.68, -0.13, 4.44)  -0.693
C (2.35, 0.05, 4.08)  -0.333
C (1.93, 0.08, 2.74)  -0.021
Si (0.05, 0.29, 2.34)  0.779
C (-0.65, -1.23, 3.20)  -1.242
C (-0.42, 1.76, 3.40)  -1.084
H (4.61, 0.97, -0.60)  0.441
H (3.33, 2.20, -0.42)  0.200
H (3.47, 1.28, -1.92)  0.288
H (4.21, -1.69, -0.57)  0.299
H (2.94, -1.84, -1.80)  0.291
H (2.70, -2.56, -0.21)  0.285
H (4.99, -0.38, 1.34)  0.145
H (5.68, -0.42, 3.70)  0.346
H (3.97, -0.14, 5.49)  0.341
H (1.61, 0.18, 4.88)  0.178
H (-0.35, -1.24, 4.26)  0.372
H (-0.25, -2.14, 2.73)  0.272
H (-1.74, -1.27, 3.13)  0.270
H (-0.13, 1.61, 4.45)  0.428
H (-1.49, 1.96, 3.36)  0.196
H (0.10, 2.65, 3.02)  0.189
O (0.99, 3.27, 0.31)  -0.706
S (-0.37, 3.25, -0.37)  0.443
C (-0.19, 4.78, -1.37)  -0.954
C (0.92, 4.43, -2.34)  -0.468
C (0.45, 3.12, -3.00)  -0.785
C (-0.32, 2.30, -1.96)  -0.408
H (0.04, 5.60, -0.68)  0.477
H (-1.15, 4.97, -1.87)  0.279
H (1.82, 4.23, -1.76)  0.219
H (1.14, 5.21, -3.07)  0.387
H (1.29, 2.56, -3.42)  0.292
H (-0.22, 3.36, -3.83)  0.319
H (0.14, 1.30, -1.80)  0.450
H (-1.37, 2.15, -2.20)  0.289
Te (-2.54, 0.00, 0.27)  0.240
C (-3.50, 1.87, 0.56)  0.137
C (-3.88, 2.29, 1.84)  -0.420
C (-4.53, 3.50, 2.03)  -0.549
C (-4.83, 4.32, 0.95)  -0.423
C (-4.46, 3.92, -0.33)  -0.539
C (-3.80, 2.71, -0.51)  -0.359
C (-5.06, -0.57, -0.44)  -0.445
C (-5.63, -0.68, -1.72)  -0.235
C (-6.93, -1.15, -1.94)  -0.494
C (-7.72, -1.54, -0.86)  -0.240
C (-7.19, -1.45, 0.42)  -0.591
C (-5.89, -0.98, 0.61)  -0.164
H (-3.66, 1.65, 2.69)  0.476
H (-4.82, 3.80, 3.04)  0.350
H (-5.35, 5.26, 1.10)  0.344
H (-4.69, 4.54, -1.18)  0.383
H (-3.55, 2.39, -1.52)  0.366
H (-5.05, -0.38, -2.59)  0.212
H (-7.32, -1.22, -2.95)  0.313
H (-8.73, -1.91, -1.02)  0.319
H (-7.79, -1.76, 1.28)  0.313
H (-5.51, -0.93, 1.63)  0.165

Summary:
Total charge: -2
Molecular weight (g/mol): 684.82
Orbital gap (eV): 4.03
Largest force on an atom (eV Å⁻¹): 1.2
Lowest unoccupied orbital energy (eV): 4.4



> Look up the largest force on an atom of the second one.

3.3 eV Å⁻¹